[1]
The following is a quantum chemistry calculation of 5 unconnected molecules or ions with the total composition C22H37FO4 at a distorted geometry, from the OMol25 dataset.

```
64
Properties=species:S:1:pos:R:3:forces:R:3:nbo_charge:R:1
C 12.2116 -34.8881 -21.3194 0.88 1.25 0.47 -0.444
C 13.2851 -35.3819 -22.2470 0.34 -2.27 -1.12 -0.432
C 14.5154 -35.7262 -21.3583 0.23 0.87 -1.81 -0.068
O 14.3912 -34.8897 -20.2676 -0.58 0.99 0.73 -0.530
C 12.9841 -34.8408 -19.9740 -0.46 -0.84 0.76 -0.095
H 11.3027 -35.4891 -21.3476 0.13 0.12 0.37 0.225
H 12.0232 -33.8605 -21.6302 -0.62 0.02 0.19 0.198
H 13.4878 -34.7365 -23.1017 0.42 0.52 0.46 0.198
H 12.9615 -36.2795 -22.7740 -0.11 -0.37 0.11 0.200
H 15.3976 -35.4273 -21.9246 0.36 -0.06 0.16 0.170
H 14.6681 -36.7688 -21.0797 -0.58 -0.28 0.05 0.163
H 12.7541 -33.9990 -19.3209 0.23 0.20 -0.31 0.195
H 12.7698 -35.7255 -19.3744 -0.30 -0.19 -0.02 0.191
C 5.3605 -37.7197 -15.8888 1.37 0.30 1.85 -0.448
C 5.4464 -37.6473 -17.3843 -1.30 -0.36 -0.69 -0.442
C 4.3759 -36.5771 -17.6900 1.37 -0.63 -0.99 -0.069
O 4.0777 -35.9201 -16.4965 -0.64 1.50 0.28 -0.537
C 4.2908 -36.7415 -15.3574 0.45 -1.11 -2.28 -0.058
H 6.3324 -37.3446 -15.5681 0.08 -0.41 0.67 0.238
H 5.1333 -38.6978 -15.4647 0.48 -0.17 -0.20 0.197
H 5.1968 -38.6274 -17.7908 -0.20 0.08 -0.33 0.192
H 6.3938 -37.3616 -17.8414 0.22 0.02 0.68 0.239
H 3.5519 -37.0546 -18.2202 -0.69 0.19 0.35 0.147
H 4.8521 -35.8855 -18.3850 -0.42 0.45 0.06 0.183
H 3.3683 -37.3050 -15.2173 -0.21 0.09 0.76 0.146
H 4.6408 -36.1757 -14.4941 -0.37 0.12 -0.16 0.192
C 8.1102 -37.6697 -22.2023 0.85 -1.85 -0.88 -0.456
C 8.1555 -36.4759 -23.1509 -0.12 1.81 0.90 -0.442
C 8.8740 -36.8937 -24.4083 -0.18 -0.46 -0.16 -0.065
O 8.6056 -38.2628 -24.4394 0.40 -2.28 0.29 -0.542
C 8.7505 -38.7814 -23.0747 -0.28 0.60 -0.95 -0.073
H 7.1024 -38.0355 -22.0058 0.03 0.57 0.47 0.210
H 8.7585 -37.6524 -21.3262 -0.60 0.67 0.34 0.232
H 8.6367 -35.6173 -22.6826 0.02 0.10 0.09 0.215
H 7.1466 -36.1437 -23.3954 -0.03 -0.10 -0.04 0.208
H 9.9480 -36.7132 -24.4561 0.32 0.14 0.54 0.155
H 8.4863 -36.4699 -25.3346 -0.30 0.12 0.10 0.181
H 9.7872 -38.9814 -22.8036 0.41 0.50 -0.26 0.162
H 8.2956 -39.7683 -22.9898 -0.48 0.20 -0.36 0.184
C 12.7544 -35.3794 -12.6278 1.58 1.60 0.72 -0.429
C 13.2985 -36.6580 -12.0987 2.44 -1.28 -1.16 -0.441
C 12.1131 -37.5510 -12.0913 -0.88 1.81 -0.57 -0.074
O 11.0337 -36.5448 -11.8802 -0.70 -0.53 1.55 -0.553
C 11.5911 -35.1976 -11.7434 -1.29 -0.83 -1.29 -0.071
H 12.5092 -35.5442 -13.6770 -0.41 0.29 0.07 0.235
H 13.4246 -34.5244 -12.5388 0.38 -0.05 -0.20 0.200
H 13.8325 -36.7208 -11.1505 -0.17 0.81 0.21 0.196
H 14.0119 -36.9972 -12.8497 0.33 -0.41 0.10 0.209
H 12.2446 -38.3518 -11.3636 -0.85 0.14 0.26 0.175
H 11.9463 -37.9408 -13.0954 -0.22 -0.31 0.13 0.187
H 11.7878 -34.8321 -10.7355 0.43 -0.70 0.39 0.157
H 10.9271 -34.4283 -12.1376 -0.68 -0.54 -0.28 0.192
F 11.3103 -37.6360 -18.5636 -0.80 0.42 0.03 -0.390
C 10.4730 -36.9447 -17.6891 -0.05 -0.56 0.43 0.474
C 9.3593 -36.2443 -18.1338 1.75 -1.42 -2.49 -0.474
C 8.6428 -35.4335 -17.2829 -1.29 2.09 2.11 -0.395
C 9.0330 -35.3703 -15.9460 0.10 -0.92 0.51 -0.231
C 10.0034 -36.2258 -15.4889 -0.06 0.37 1.21 -0.323
C 10.7806 -37.0432 -16.3392 0.46 -0.03 -0.58 -0.504
H 9.1677 -36.1620 -19.1935 0.14 -0.21 -0.26 0.191
H 7.8245 -34.7808 -17.5490 -0.06 -0.11 -0.64 0.185
H 8.5493 -34.7528 -15.2036 -0.31 0.25 -0.12 0.186
H 10.2482 -36.2973 -14.4394 -0.16 0.29 0.30 0.189
H 11.5368 -37.6583 -15.8742 0.20 -0.20 -0.55 0.192
```
Forces are in eV/Å.

Values from the calculation:
frontier orbital gap (alpha / beta): 2.222 / 7.288 eV
M: 384.53 g/mol
total charge: -1
2S+1: 2
LUMO energy (alpha / beta): 2.8047 / 2.7462 eV



[2]
The following is a quantum chemistry calculation of a molecular structure, C43H34AsGeNiO2S, from the OMol25 dataset.

```
83
Properties=species:S:1:pos:R:3:forces:R:3:mulliken_charge:R:1
Ni 0.3548 -0.3554 -1.1943 0.13 0.52 -0.18 0.997
S 1.2182 0.8097 -2.9856 0.14 -0.17 0.10 -0.508
C -0.1119 1.8949 -3.3595 -0.07 0.02 -0.13 0.358
C -0.2854 2.3801 -4.6574 0.03 -0.02 0.00 -0.609
C -1.3634 3.1918 -4.9683 0.01 0.01 -0.05 -0.590
C -2.2980 3.5414 -4.0027 -0.05 0.02 0.03 -0.804
C -2.1333 3.0831 -2.7040 0.00 0.02 -0.08 -0.060
C -1.0462 2.2771 -2.3960 -0.05 0.07 0.13 -0.368
As -0.6360 1.7069 -0.6092 0.05 -0.26 0.01 0.670
C -2.3245 1.9126 0.2982 0.05 0.11 0.06 0.273
C -3.2334 0.8634 0.2151 0.02 -0.10 -0.02 -0.287
C -4.4718 0.9779 0.8262 -0.03 -0.01 0.02 -0.645
C -4.8040 2.1364 1.5161 -0.01 0.00 0.02 -0.584
C -3.8977 3.1833 1.5944 0.02 0.03 0.01 -0.760
C -2.6532 3.0736 0.9882 0.00 -0.02 0.01 -0.239
C 0.4953 3.1455 0.0185 -0.14 0.07 0.00 0.203
C 1.4534 2.9199 0.9972 0.02 0.08 0.02 0.347
C 2.2420 3.9668 1.4551 0.02 -0.04 0.03 -0.933
C 2.0788 5.2398 0.9325 0.02 0.04 0.00 -0.553
C 1.1287 5.4667 -0.0537 0.00 0.00 0.00 -0.752
C 0.3377 4.4237 -0.5116 0.02 0.00 -0.01 -0.317
H 0.4250 2.0988 -5.4240 0.00 -0.01 0.01 0.429
H -1.4819 3.5461 -5.9850 0.00 0.00 0.01 0.368
H -3.1494 4.1579 -4.2594 0.01 0.00 0.00 0.410
H -2.8534 3.3478 -1.9384 0.01 -0.02 0.02 0.446
H -2.9730 -0.0473 -0.3165 0.03 0.01 -0.01 0.288
H -5.1758 0.1578 0.7677 0.00 0.00 0.00 0.447
H -5.7703 2.2208 1.9973 0.00 0.00 -0.01 0.376
H -4.1553 4.0883 2.1302 0.00 -0.01 0.00 0.434
H -1.9445 3.8901 1.0626 0.01 -0.01 -0.02 0.387
H 1.6082 1.9317 1.4004 0.01 -0.16 0.04 0.091
H 2.9885 3.7763 2.2160 0.00 0.01 -0.01 0.476
H 2.6976 6.0552 1.2854 0.00 -0.01 0.00 0.390
H 1.0073 6.4563 -0.4752 0.00 0.00 0.01 0.414
H -0.3884 4.6060 -1.2942 0.00 -0.02 0.00 0.450
C 4.5193 0.4513 2.6214 0.03 0.01 0.00 -0.530
C 4.3713 0.0569 1.2995 0.05 0.01 0.01 -0.956
C 3.1616 -0.4595 0.8614 -0.07 0.03 -0.09 0.004
C 2.0720 -0.5786 1.7254 -0.01 -0.03 0.10 -0.277
C 2.2443 -0.1919 3.0561 -0.09 0.00 0.04 -0.086
C 3.4563 0.3165 3.5020 0.00 0.01 0.02 -0.738
Ge 0.3341 -1.2618 1.1196 0.11 0.05 -0.26 1.142
C 0.4468 -3.1838 0.8577 0.05 -0.05 0.18 0.976
C -0.6324 -3.9553 0.4277 -0.07 0.07 -0.02 -0.416
C -0.4987 -5.3248 0.2640 -0.02 -0.04 -0.02 -1.037
C 0.7122 -5.9450 0.5359 0.02 0.00 0.01 -0.573
C 1.7909 -5.1912 0.9753 -0.01 -0.02 -0.02 -0.854
C 1.6578 -3.8197 1.1360 0.07 0.02 -0.04 -0.333
C -1.0659 -0.7486 2.3551 -0.06 -0.05 0.02 0.307
C -2.0383 -1.6758 2.7289 0.02 -0.04 -0.04 -0.362
C -3.0267 -1.3365 3.6413 -0.02 0.00 0.02 -0.768
C -3.0513 -0.0671 4.1984 -0.02 0.03 0.00 -0.675
C -2.0868 0.8648 3.8400 -0.03 0.00 -0.01 -0.830
C -1.1065 0.5247 2.9222 0.05 0.09 -0.06 0.712
H 5.4624 0.8567 2.9657 -0.01 0.00 -0.01 0.397
H 5.1974 0.1559 0.6068 -0.01 -0.01 0.00 0.466
H 3.0785 -0.7585 -0.1774 -0.02 0.02 -0.03 0.391
H 1.4246 -0.2861 3.7593 -0.01 0.00 -0.02 0.436
H 3.5681 0.6077 4.5391 0.00 0.00 -0.01 0.430
H -1.5766 -3.4882 0.1773 0.02 0.00 -0.02 0.344
H -1.3411 -5.9005 -0.0975 0.01 0.00 0.01 0.395
H 0.8168 -7.0143 0.4014 0.00 0.01 -0.01 0.402
H 2.7396 -5.6682 1.1869 -0.01 0.00 0.00 0.422
H 2.5146 -3.2458 1.4717 -0.03 0.02 0.01 0.319
H -2.0237 -2.6764 2.3150 0.01 0.01 0.00 0.315
H -3.7763 -2.0668 3.9185 0.01 0.00 0.00 0.441
H -3.8232 0.1998 4.9095 0.01 -0.01 0.00 0.405
H -2.1049 1.8605 4.2647 0.00 -0.01 0.00 0.463
H -0.3729 1.2756 2.6423 0.02 -0.04 0.00 0.189
O -1.7992 -3.4224 -2.5242 0.10 0.13 -0.04 -0.725
C -0.8804 -2.6696 -2.2517 -0.02 -0.21 0.01 0.010
O -1.0185 -1.6132 -1.5076 -0.13 -0.04 0.22 -0.347
C 0.5119 -2.9760 -2.7693 0.04 -0.04 -0.07 0.679
C 1.6770 -2.4464 -2.2286 -0.18 0.09 0.05 1.763
C 2.9261 -2.7387 -2.7492 0.03 -0.03 -0.06 -1.125
C 3.0223 -3.5900 -3.8395 0.00 0.00 0.00 -0.513
C 1.8706 -4.1380 -4.3893 0.02 -0.01 -0.02 -0.615
C 0.6284 -3.8393 -3.8547 -0.03 0.02 0.04 -0.747
H 1.6603 -1.8174 -1.3277 -0.01 -0.19 0.05 -0.917
H 3.8169 -2.3083 -2.3095 -0.01 0.00 0.02 0.443
H 3.9912 -3.8282 -4.2591 0.00 0.01 0.01 0.420
H 1.9441 -4.8015 -5.2416 0.00 0.00 0.01 0.406
H -0.2788 -4.2618 -4.2649 0.00 0.00 0.00 0.500
```
Forces are in eV/Å.

Values from the calculation:
frontier orbital gap (alpha / beta): 6.003 / 6.863 eV
M: 821.04 g/mol
ΔE to the lowest compared entry with this formula, charge and spin: 47.1 kJ/mol
2S+1: 2
LUMO energy (alpha / beta): -1.4979 / -0.5947 eV



[3]
The following is a quantum chemistry calculation of a molecular structure, C32H23ClF3N2O10PSTa, from the OMol25 dataset.

```
74
Properties=species:S:1:pos:R:3:forces:R:3:mulliken_charge:R:1
Ta 0.6160 0.0130 0.4177 -0.39 -0.29 -0.08 1.487
O -1.4607 4.5213 0.0200 0.11 0.02 -0.12 -0.510
C -0.9697 3.3037 0.2318 -0.16 -0.14 -0.10 0.330
O -0.3829 2.6492 -0.5924 0.06 0.06 0.06 -0.233
C -1.2456 2.7678 1.5909 0.08 0.02 0.00 0.347
C -1.9639 3.4821 2.5318 0.00 0.02 0.02 -1.087
C -2.1817 2.9163 3.7799 0.01 -0.03 0.00 -0.635
C -1.6671 1.6591 4.0273 -0.01 0.02 0.02 -0.848
C -0.9603 1.0208 3.0212 0.02 -0.03 -0.05 0.482
N -0.7444 1.5475 1.8201 -0.17 0.02 0.17 0.649
C -0.3975 -0.3559 3.2453 0.06 0.00 -0.12 0.088
O -0.5379 -0.9476 4.2744 0.03 -0.04 0.00 -0.629
O 0.2432 -0.8000 2.1756 -0.23 0.13 0.25 -0.082
H -1.2139 4.7955 -0.8806 -0.03 -0.03 0.12 0.412
H -2.3332 4.4651 2.2815 -0.01 0.01 0.00 0.640
H -2.7388 3.4501 4.5373 0.00 0.00 0.00 0.486
H -1.7879 1.1460 4.9708 -0.01 0.00 0.01 0.603
C -1.3676 -4.8558 3.5868 0.01 0.02 -0.02 -0.584
C -0.0200 -4.5336 3.5906 -0.01 0.00 0.00 -0.888
C 0.5390 -3.8642 2.5143 -0.01 -0.05 0.01 -0.333
C -0.2407 -3.5218 1.4089 0.12 0.01 0.06 1.281
C -1.6005 -3.8291 1.4231 -0.07 -0.02 -0.07 -0.190
C -2.1556 -4.4952 2.5039 0.00 -0.01 0.03 -1.120
P 0.5752 -2.5990 0.0747 0.07 0.09 0.05 1.370
C 0.2410 -3.4031 -1.5055 -0.10 -0.02 0.00 1.415
C -1.0714 -3.6317 -1.9262 -0.01 0.01 0.00 -0.560
C -1.3175 -4.2402 -3.1443 0.04 0.00 -0.06 -1.024
C -0.2577 -4.6137 -3.9610 -0.02 0.01 0.00 -0.582
C 1.0453 -4.3779 -3.5545 0.02 0.00 0.02 -0.751
C 1.2976 -3.7746 -2.3310 0.08 0.01 0.00 -0.221
C 2.3220 -2.5143 0.4127 -0.07 -0.14 -0.14 -1.100
C 3.3137 -3.4892 0.5047 0.02 0.02 0.00 0.046
C 4.5995 -3.0757 0.7898 0.00 0.05 0.01 -0.943
C 4.8670 -1.7173 0.9838 -0.01 -0.05 -0.01 -0.874
C 3.8655 -0.7664 0.8992 -0.02 0.05 -0.01 -0.745
C 2.5563 -1.1546 0.6040 -0.54 0.18 -0.27 0.896
H -1.8053 -5.3745 4.4289 -0.01 -0.01 0.00 0.414
H 0.6012 -4.7902 4.4378 0.00 0.00 0.01 0.422
H 1.5856 -3.5974 2.5514 0.01 0.01 -0.02 0.361
H -2.2524 -3.5411 0.6125 0.06 -0.04 0.00 0.239
H -3.2120 -4.7282 2.4967 -0.01 -0.01 0.01 0.449
H -1.9067 -3.3301 -1.3118 -0.01 0.01 0.02 0.275
H -2.3359 -4.4271 -3.4588 -0.01 0.01 0.01 0.458
H -0.4508 -5.0864 -4.9147 0.00 -0.01 0.00 0.411
H 1.8726 -4.6614 -4.1909 0.01 0.00 0.00 0.452
H 2.3194 -3.5756 -2.0324 -0.05 -0.02 -0.01 0.354
H 3.0823 -4.5377 0.3617 0.00 0.00 -0.01 0.594
H 5.4005 -3.7986 0.8660 0.01 0.00 0.00 0.449
H 5.8780 -1.4030 1.2088 0.01 -0.01 0.00 0.468
H 4.1375 0.2681 1.0727 0.00 -0.02 0.00 0.346
S -2.0253 -0.7450 0.2414 0.10 0.09 0.11 -0.042
C -2.7742 0.1893 -1.0083 -0.01 0.00 -0.05 0.638
N -2.5346 -0.1106 -2.3032 0.03 -0.03 0.04 0.185
C -3.0741 0.5394 -3.3481 -0.01 0.01 -0.01 -0.183
C -3.9671 1.5537 -3.1348 -0.01 0.00 0.03 -0.795
C -4.2817 1.8860 -1.8146 0.02 -0.03 -0.01 -0.360
C -3.6908 1.2163 -0.7635 0.01 -0.01 -0.02 -0.764
H -1.8411 -0.8330 -2.5035 -0.03 0.03 0.03 -0.187
H -2.7532 0.2084 -4.3251 0.01 -0.01 0.00 0.516
H -4.4091 2.0697 -3.9731 0.00 0.01 0.00 0.456
H -4.9919 2.6774 -1.6137 0.00 0.01 0.00 0.461
H -3.9231 1.4585 0.2634 0.00 0.00 0.01 0.542
O 0.9958 1.0348 -3.6257 0.09 -0.20 0.13 -0.682
Cl 0.7880 -0.1411 -2.8714 0.40 0.23 0.28 2.153
O -0.1094 -1.0415 -3.5266 -0.08 0.04 0.06 -0.678
O 1.9782 -0.7889 -2.4274 -0.31 0.27 -0.33 -0.543
O 0.0479 0.3056 -1.5850 0.23 -0.79 -0.30 -1.080
F 2.3259 4.1256 1.2012 -0.09 0.05 0.00 -0.229
C 3.1651 3.1111 0.9385 -0.08 0.01 0.02 0.648
F 3.9827 2.9639 1.9704 0.09 -0.05 0.11 -0.227
F 3.8628 3.4041 -0.1417 0.08 0.00 -0.14 -0.234
C 2.3166 1.8498 0.7327 0.05 -0.01 -0.08 0.440
O 2.0228 1.4388 -0.4150 0.25 0.16 0.07 -0.708
O 1.8291 1.2438 1.7182 0.35 0.41 0.27 -0.612
```
Forces are in eV/Å.

Values from the calculation:
frontier orbital gap: 7.850 eV
M: 931.98 g/mol
ΔE to the lowest compared entry with this formula, charge and spin: 343.4 kJ/mol
total charge: +1
LUMO energy: -3.5486 eV



no.,total energy (Eh)
1,-1261.1142
2,-8028.6684
3,-3651.2364